a) The following is a DFT calculation (the ωB97M-V functional and the def2-TZVPD basis) of a cluster of 6 separate species, C4H19N2O6S in total.

Summary:
highest occupied orbital energy = -4.22 eV
charge = -1
frontier orbital gap = 7.341 eV
M = 223.3 g/mol
LUMO level = 3.1 eV

Cartesian coordinates (Å):
1 O 2.07 1.14 -1.63
2 C 0.90 1.35 -1.37
3 N 0.61 1.61 -0.03
4 C 1.12 0.78 1.06
5 C 0.30 -0.51 1.46
6 S -0.45 -1.11 -0.18
7 C 1.49 1.61 2.32
8 N 2.52 0.88 3.12
9 H 0.16 1.83 -2.10
10 H -0.36 1.80 0.21
11 H 1.93 0.16 0.67
12 H -0.69 -0.36 1.94
13 H 1.04 -1.21 1.89
14 H 0.63 1.74 3.04
15 H 1.72 2.60 1.97
16 H 3.38 0.63 2.64
17 H 2.09 0.00 3.41
18 H -2.99 -0.24 1.52
19 H -2.12 -0.30 2.69
20 O -2.85 0.24 2.33
21 H -4.15 1.16 -0.83
22 H -3.11 0.47 -0.23
23 O -4.02 0.73 0.02
24 H -1.69 0.34 -2.62
25 H -2.28 -0.94 -3.10
26 O -2.28 0.01 -3.31
27 H 0.76 -0.65 -3.37
28 H 1.85 -1.74 -3.55
29 O 1.27 -1.15 -4.01
30 H 0.46 -4.14 -1.11
31 H 1.43 -2.90 -1.31
32 O 1.25 -3.81 -1.54



b) The following is a DFT calculation (the ωB97M-V functional and the def2-TZVPD basis) of a cluster of 6 separate species, C4H19N2O6S in total.

Summary:
highest occupied orbital energy = -3.92 eV
charge = -1
frontier orbital gap = 7.056 eV
M = 223.3 g/mol
LUMO level = 3.1 eV

Cartesian coordinates (Å):
1 O 1.48 -0.52 -1.08
2 C 0.62 -1.11 -0.35
3 C -0.67 -0.17 -0.41
4 C -1.59 -1.04 -1.27
5 S -0.45 -2.44 -1.81
6 N -0.86 0.22 0.91
7 C -2.19 0.53 1.46
8 N -2.57 -0.62 2.29
9 H 1.09 -1.78 0.37
10 H -0.21 0.53 -1.20
11 H -1.88 -0.54 -2.17
12 H -2.51 -1.29 -0.81
13 H -0.36 1.07 1.06
14 H -3.00 0.74 0.73
15 H -2.17 1.29 2.21
16 H -1.89 -1.38 2.40
17 H -3.38 -0.93 1.98
18 H 1.36 -0.03 -2.85
19 H 0.15 0.46 -3.58
20 O 1.14 0.42 -3.53
21 H 0.83 2.98 1.00
22 H 0.32 2.82 -0.42
23 O 0.09 2.97 0.57
24 H 3.33 -1.10 -0.47
25 H 3.42 -0.14 0.38
26 O 3.90 -0.91 0.22
27 H 0.21 -1.72 2.74
28 H 1.16 -1.90 3.86
29 O 0.71 -2.33 3.29
30 H 1.11 2.22 -2.64
31 H 1.59 1.45 -1.27
32 O 1.21 2.25 -1.61



What should be chosen as the most stable of them? Choose a).



a) The following is a DFT calculation (the ωB97M-V functional and the def2-TZVPD basis) of the molecule C2H3N3O.

Summary:
highest occupied orbital energy = -9.63 eV
charge = 0
frontier orbital gap = 10.527 eV
M = 85.1 g/mol
LUMO level = 0.9 eV

Cartesian coordinates (Å):
1 O 2.21 -0.20 -0.08
2 C 0.88 -0.09 -0.01
3 N 0.22 0.99 0.37
4 N -1.06 0.56 0.29
5 C -1.10 -0.72 -0.11
6 N 0.12 -1.17 -0.32
7 H 2.59 0.59 -0.47
8 H -1.82 1.17 0.55
9 H -2.01 -1.29 -0.25



b) The following is a DFT calculation (the ωB97M-V functional and the def2-TZVPD basis) of the molecule C2H3N3O.

Summary:
highest occupied orbital energy = -9.21 eV
charge = 0
frontier orbital gap = 9.586 eV
M = 85.1 g/mol
LUMO level = 0.4 eV

Cartesian coordinates (Å):
1 C 0.68 -0.08 0.11
2 C -1.47 -0.50 -0.05
3 H 2.34 -0.84 0.52
4 H -2.41 -1.33 -0.46
5 H 0.43 1.97 -0.16
6 N -0.27 -1.11 0.09
7 N -1.31 0.85 0.05
8 N 0.01 1.08 0.05
9 O 2.00 -0.04 -0.16



c) The following is a DFT calculation (the ωB97M-V functional and the def2-TZVPD basis) of a cluster of 2 separate species, C2H3N3O in total.

Summary:
highest occupied orbital energy = -9.80 eV
charge = 0
frontier orbital gap = 10.489 eV
M = 85.1 g/mol
LUMO level = 0.7 eV

Cartesian coordinates (Å):
1 O -1.35 -0.91 -1.47
2 C -0.07 -0.69 -1.30
3 C 1.11 -0.51 -1.16
4 N 0.56 0.66 2.07
5 N -0.47 0.75 1.40
6 N -1.48 0.83 0.90
7 H -1.84 -0.41 -0.80
8 H 2.17 -0.36 -1.09
9 H 1.37 0.66 1.45



d) The following is a DFT calculation (the ωB97M-V functional and the def2-TZVPD basis) of the molecule C2H3N3O.

Summary:
highest occupied orbital energy = -10.18 eV
charge = 0
frontier orbital gap = 10.683 eV
M = 85.1 g/mol
LUMO level = 0.5 eV

Cartesian coordinates (Å):
1 O 1.78 0.38 -0.34
2 C 0.58 -0.12 -0.07
3 C -0.66 0.70 0.08
4 N -1.63 -0.33 0.42
5 N -1.08 -1.45 0.34
6 N 0.32 -1.36 0.08
7 H 2.39 -0.38 -0.40
8 H -0.62 1.55 0.76
9 H -1.10 1.02 -0.86



What should be chosen as the most stable of them? Choose a).



a) The following is a DFT calculation (the ωB97M-V functional and the def2-TZVPD basis) of the molecule C2H3N3O.

Summary:
highest occupied orbital energy = -9.12 eV
charge = 0
frontier orbital gap = 10.000 eV
M = 85.1 g/mol
LUMO level = 0.9 eV

Cartesian coordinates (Å):
1 N -0.87 1.17 0.70
2 C -0.14 0.16 0.06
3 C -0.25 -0.95 -0.72
4 O 1.08 -1.35 -1.02
5 N 1.93 -0.49 -0.42
6 N 1.27 0.38 0.20
7 H -0.25 1.63 1.35
8 H -1.81 1.08 1.06
9 H -0.95 -1.64 -1.20



b) The following is a DFT calculation (the ωB97M-V functional and the def2-TZVPD basis) of the molecule C2H3N3O.

Summary:
highest occupied orbital energy = -9.24 eV
charge = 0
frontier orbital gap = 9.618 eV
M = 85.1 g/mol
LUMO level = 0.4 eV

Cartesian coordinates (Å):
1 N -1.15 0.42 -0.13
2 C -0.16 -0.53 0.11
3 C 0.94 0.49 -1.06
4 O -0.04 -1.36 1.13
5 N 0.26 1.03 0.08
6 N 0.64 -0.76 -1.09
7 H -0.42 -0.98 1.94
8 H -1.68 0.64 0.71
9 H 1.62 1.05 -1.68



What should be chosen as the most stable of them? Choose a).



a) The following is a DFT calculation (the ωB97M-V functional and the def2-TZVPD basis) of a structure of composition C2H3N3O.

Summary:
highest occupied orbital energy = -9.59 eV
charge = 0
frontier orbital gap = 9.716 eV
M = 85.1 g/mol
LUMO level = 0.1 eV

Cartesian coordinates (Å):
1 N 0.97 -0.09 -1.33
2 C 0.07 0.04 -0.30
3 N -0.76 1.04 -0.17
4 O -1.36 0.95 1.02
5 N -0.95 -0.33 1.61
6 C -0.08 -0.92 0.80
7 H 0.87 0.59 -2.07
8 H 1.09 -1.04 -1.66
9 H 0.05 -0.41 2.13



b) The following is a DFT calculation (the ωB97M-V functional and the def2-TZVPD basis) of the molecule C2H3N3O.

Summary:
highest occupied orbital energy = -9.36 eV
charge = 0
frontier orbital gap = 10.093 eV
M = 85.1 g/mol
LUMO level = 0.7 eV

Cartesian coordinates (Å):
1 C 0.30 0.10 -0.23
2 C -1.66 -0.30 0.43
3 H 1.93 1.16 0.60
4 H 2.23 -0.01 -0.66
5 H -2.47 -0.07 0.87
6 N 1.57 0.59 -0.29
7 N 0.02 -0.93 -0.93
8 N -1.26 -1.27 -0.26
9 O -0.65 0.74 0.49



What should be chosen as the most stable of them? Choose b).



a) The following is a DFT calculation (the ωB97M-V functional and the def2-TZVPD basis) of the molecule C2H3N3O.

Summary:
highest occupied orbital energy = -9.51 eV
charge = 0
frontier orbital gap = 10.439 eV
M = 85.1 g/mol
LUMO level = 0.9 eV

Cartesian coordinates (Å):
1 O 2.17 -0.40 -0.23
2 C 0.85 -0.18 -0.13
3 N 0.34 0.98 0.22
4 N -1.00 0.71 0.18
5 C -1.18 -0.59 -0.13
6 N -0.03 -1.18 -0.36
7 H 2.61 0.45 -0.08
8 H -1.61 1.27 0.74
9 H -2.16 -1.04 -0.22



b) The following is a DFT calculation (the ωB97M-V functional and the def2-TZVPD basis) of the molecule C2H3N3O.

Summary:
highest occupied orbital energy = -9.08 eV
charge = 0
frontier orbital gap = 9.763 eV
M = 85.1 g/mol
LUMO level = 0.7 eV

Cartesian coordinates (Å):
1 C 0.19 -0.13 -0.03
2 C -0.72 0.90 -0.04
3 H 1.90 -1.16 0.04
4 H 2.06 0.55 0.29
5 H -0.66 2.00 -0.10
6 N 1.55 -0.22 -0.09
7 N -1.96 0.30 -0.02
8 N -1.87 -0.96 -0.02
9 O -0.50 -1.28 -0.04



What should be chosen as the most stable of them? Choose a).



a) The following is a DFT calculation (the ωB97M-V functional and the def2-TZVPD basis) of the molecule C2H3N3O.

Summary:
highest occupied orbital energy = -9.91 eV
charge = 0
frontier orbital gap = 8.597 eV
M = 85.1 g/mol
LUMO level = -1.3 eV

Cartesian coordinates (Å):
1 N -1.77 -0.05 -0.10
2 C -0.46 0.08 0.20
3 N 0.46 -0.49 -0.64
4 C 1.61 -0.14 -0.09
5 N 2.00 0.47 0.85
6 O -0.07 0.73 1.23
7 H -2.01 -0.74 -0.79
8 H -2.44 0.15 0.63
9 H 2.64 -0.41 -0.50



b) The following is a DFT calculation (the ωB97M-V functional and the def2-TZVPD basis) of the molecule C2H3N3O.

Summary:
highest occupied orbital energy = -11.50 eV
charge = 0
frontier orbital gap = 12.295 eV
M = 85.1 g/mol
LUMO level = 0.8 eV

Cartesian coordinates (Å):
1 C -0.25 -0.77 1.04
2 C 0.08 0.13 -0.09
3 H 0.67 -1.28 1.38
4 H -0.62 -0.19 1.90
5 H -0.98 -1.51 0.72
6 N 0.85 1.16 -0.15
7 N 0.77 1.62 -1.43
8 N -0.03 0.93 -2.11
9 O -0.50 -0.09 -1.26



What should be chosen as the most stable of them? Choose b).